1.
Computed, not measured: a structure of composition C8H23N2O4V in a non-equilibrium geometry, with ωB97M-V/def2-TZVPD.

```
! RIJCOSX wB97M-V def2-TZVPD def2/J DEFGRID3
* xyz 1 2
O -0.64179 -1.73935 1.50181
V 0.55132 -0.69596 1.64020
O 0.20268 0.27954 3.42211
H 0.14824 1.10349 2.92520
C -2.62522 2.12427 1.58679
C -2.11234 0.82574 0.95489
C -2.86123 0.36441 -0.29651
O -2.35697 -0.90594 -0.62809
C -2.93042 -1.44616 -1.80419
N -0.62264 0.96126 0.64405
H -3.68382 2.34116 1.43907
H -2.06508 3.01367 1.29415
H -2.54568 2.00432 2.66993
H -2.26427 0.04267 1.69084
H -2.80489 1.06269 -1.13872
H -3.90082 0.21322 0.01793
H -2.77470 -0.79146 -2.67092
H -4.01912 -1.46910 -1.66731
H -2.52291 -2.43000 -1.99724
H -0.37032 1.88601 1.00297
H -0.65144 1.18190 -0.35508
C 3.59948 1.32963 -0.97024
C 2.49782 0.43751 -0.38305
C 2.54308 -0.98647 -0.87201
O 1.32278 -1.58854 -0.39079
C 0.98627 -2.77713 -1.10249
N 2.38884 0.43651 1.10047
H 3.31444 1.62286 -1.98224
H 4.57824 0.85604 -1.03508
H 3.66719 2.27786 -0.43130
H 1.57154 0.88630 -0.74806
H 3.36821 -1.54964 -0.41749
H 2.59790 -1.08978 -1.95537
H 1.74172 -3.55545 -0.94232
H 0.90606 -2.54656 -2.16344
H 0.07899 -3.20441 -0.68266
H 2.40856 1.44142 1.28405
H 3.28029 0.08346 1.46014
*
```

**LUMO level (alpha / beta)**: -4.03 / -3.71 eV
**E_HOMO (alpha / beta)**: -0.475 / -0.475 Ha
**⟨S²⟩**: 0.78

Mulliken population analysis, charges in e, atoms 1 to 4: -0.4342 1.0329 -0.7087 0.2746



2.
Computed, not measured: an isolated molecule of C8H23NSi2 in a non-equilibrium geometry, with ωB97M-V/def2-TZVPD.

```
! RIJCOSX wB97M-V def2-TZVPD def2/J DEFGRID3
* xyz 0 1
C -1.28798 2.98139 -0.73685
C -1.06439 2.10239 -1.96896
N -0.05034 1.09592 -1.78228
C 1.31207 1.57076 -1.85265
C 1.80830 1.66641 -3.29608
Si -0.45082 -0.48513 -1.24306
Si -0.77333 -0.88083 1.25090
C 0.89403 -0.55571 2.14287
C 0.85272 -0.72244 3.65830
C -1.37412 -2.65594 1.63331
C -0.40317 -3.73630 1.17556
H -0.41596 3.60294 -0.53805
H -2.14269 3.63346 -0.89847
H -1.47397 2.35577 0.13458
H -2.00002 1.59241 -2.21344
H -0.79746 2.73725 -2.82162
H 1.95451 0.87974 -1.30285
H 1.39435 2.55201 -1.37199
H 1.18763 2.34588 -3.87288
H 2.83007 2.03063 -3.32013
H 1.76683 0.68805 -3.76426
H -1.69141 -0.81758 -1.95943
H 0.64017 -1.32800 -1.76012
H -1.77174 0.01278 1.89313
H 1.65966 -1.21949 1.73548
H 1.22367 0.45991 1.91461
H 0.15249 -0.02193 4.10102
H 0.54732 -1.72896 3.93517
H 1.83226 -0.54173 4.09465
H -1.54963 -2.76800 2.70531
H -2.33940 -2.81685 1.14915
H -0.23631 -3.66889 0.10312
H 0.55638 -3.63046 1.67734
H -0.78973 -4.72946 1.39864
*
```

**LUMO level**: 0.98 eV
**E_HOMO**: -0.293 Ha
**SMILES**: CCN(CC)[SiH2][SiH](CC)CC

Mulliken population analysis, charges in e, atoms 1 to 4: -0.9409 -0.7031 0.4256 -0.5800



3.
Computed, not measured: a structure of composition C8H24ClI2N2OP2Y in a non-equilibrium geometry, with ωB97M-V/def2-TZVPD.

```
! RIJCOSX wB97M-V def2-TZVPD def2/J DEFGRID3
* xyz 2 1
I 1.24613 6.73074 -3.22587
I -1.07368 6.22210 -4.51670
Y -0.16326 1.05024 -0.75191
P 1.07798 -0.32863 -2.46023
C 1.59307 0.69857 -3.77249
C 2.48064 -1.09004 -1.69804
H 2.95112 -1.68952 -2.48724
H 0.63821 -2.18304 -3.77728
H 2.19746 -1.73077 -0.84879
H -0.33875 -2.26981 -2.26832
H 2.26561 1.49497 -3.42058
H 3.20054 -0.33479 -1.33895
C 0.02377 -1.61353 -3.07390
H 2.12028 0.04341 -4.46603
H -0.84981 -1.19338 -3.60067
H 0.73556 1.16939 -4.27588
P -1.45255 1.90840 1.24103
C -1.72057 3.62426 1.06534
C -3.00902 1.06435 1.35863
H -0.33592 0.51209 2.86002
H -1.16899 1.95448 3.53826
H 0.42076 2.12459 2.72415
C -0.53973 1.58476 2.72174
H -2.87888 -0.02534 1.44569
H -3.48637 1.45932 2.25726
H -2.27777 3.92345 1.95257
H -2.30210 3.85004 0.15968
H -3.63917 1.26886 0.47917
H -0.77039 4.17470 1.01189
Cl -0.71507 -1.23118 0.37113
C -0.87095 -2.56646 3.08324
N 0.43478 -3.03916 2.54938
C 1.21781 -2.60026 1.67022
N 2.19905 -3.35890 1.01519
O 1.05299 -1.33262 1.01304
H -1.09568 -1.54626 2.77622
H -0.84897 -2.58489 4.17139
H -1.66846 -3.21900 2.73846
H 0.68189 -3.97619 2.86709
H 1.72148 -4.00458 0.45025
H 2.94694 -2.94036 0.46181
*
```

**LUMO level (alpha / beta)**: -7.63 / -7.61 eV
**E_HOMO (alpha / beta)**: -0.461 / -0.459 Ha

Mulliken population analysis, charges in e, atoms 1 to 4: -0.0062 0.0062 0.7504 0.6921



Relative energy (zero: lowest compared OMol25 entry of this formula, charge and spin) per entry: 0.979 1.819 8.074 eV